No. 1
{"formula": "C4H7NO2", "method": "ωB97M-V/def2-TZVPD", "species": ["O", "C", "C", "N", "C", "C", "O", "H", "H", "H", "H", "H", "H", "H"], "coordinates": [[-2.288, -0.597, -0.891], [-1.557, -0.807, 0.048], [-0.087, -1.200, -0.092], [0.609, 0.067, 0.117], [-0.296, 1.209, 0.203], [1.940, 0.284, -0.125], [2.454, 1.384, -0.123], [-1.250, 0.948, -0.276], [-1.883, -0.629, 1.095], [0.164, -1.963, 0.657], [0.066, -1.603, -1.098], [-0.440, 1.527, 1.242], [0.041, 2.015, -0.426], [2.526, -0.635, -0.330]], "atomic_forces_ev_per_a": [[0.0, -1.1, 0.5], [-0.6, -0.8, -0.4], [-0.1, -0.2, -0.2], [-0.1, 0.2, -0.2], [0.0, 0.6, -0.2], [-0.2, 0.1, 0.0], [-0.2, -0.4, 0.0], [0.8, 0.9, 0.7], [-0.1, -0.2, -0.2], [0.1, 0.2, -0.1], [0.0, 0.0, 0.1], [0.0, 0.2, -0.3], [0.6, 0.5, 0.2], [-0.3, 0.1, 0.1]], "nbo_charge": [-0.521, 0.432, -0.312, -0.440, -0.447, 0.538, -0.593, 0.234, 0.128, 0.210, 0.215, 0.204, 0.237, 0.116], "energy_ev": -9845.1215, "smiles": "CN(C=O)CC=O"}



No. 2
{"formula": "C2H4N2O2S", "method": "ωB97M-V/def2-TZVPD", "species": ["C", "C", "N", "N", "O", "O", "S", "H", "H", "H", "H"], "coordinates": [[-1.079, 0.870, -0.804], [0.205, -0.947, -0.785], [-0.721, -0.172, -1.519], [0.615, -0.516, 0.609], [1.041, 1.261, 2.490], [-0.885, 1.236, 0.454], [0.065, 0.420, 1.854], [-1.694, 1.616, -1.229], [-0.118, -1.914, -0.581], [1.018, -0.966, -1.379], [1.552, -0.889, 0.891]], "atomic_forces_ev_per_a": [[0.3, -1.6, -1.4], [-1.9, 0.8, 2.1], [-1.1, 2.9, 2.9], [2.8, -0.2, 0.0], [2.0, 1.9, 0.6], [-1.6, 1.6, -2.3], [-1.4, -3.9, 1.4], [-0.8, 0.7, -1.0], [-0.9, -2.0, -0.3], [3.6, -0.4, -1.4], [-1.0, 0.1, -0.5]], "lowdin_spin": [0.053, 0.048, 0.006, 0.425, 0.373, 0.338, 0.700, 0.022, 0.012, 0.012, 0.010], "energy_ev": -20042.5446, "multiplicity": 3}



No. 3
{"formula": "H26O13", "method": "ωB97M-V/def2-TZVPD", "species": ["O", "H", "H", "O", "H", "H", "O", "H", "H", "O", "H", "H", "O", "H", "H", "O", "H", "H", "O", "H", "H", "O", "H", "H", "O", "H", "H", "O", "H", "H", "O", "H", "H", "O", "H", "H", "O", "H", "H"], "coordinates": [[-0.201, -3.257, 0.216], [0.279, -4.062, 0.409], [0.407, -2.734, -0.306], [-3.676, 1.011, -0.933], [-4.266, 0.554, -0.334], [-2.913, 0.437, -1.002], [2.187, 1.969, 0.975], [1.316, 2.362, 0.917], [2.779, 2.652, 0.658], [1.245, 0.330, -1.867], [2.094, 0.668, -2.150], [0.684, 0.413, -2.638], [-1.202, -1.235, -2.679], [-1.289, -1.378, -1.737], [-1.760, -1.903, -3.077], [3.318, -0.585, 1.196], [2.646, 0.096, 1.169], [4.075, -0.192, 0.762], [0.539, 3.777, -1.740], [0.798, 2.864, -1.612], [0.477, 3.878, -2.689], [1.861, -2.500, -1.778], [1.510, -1.610, -1.732], [2.768, -2.386, -2.063], [-0.510, 0.645, 0.226], [0.247, 0.535, -0.349], [-0.558, -0.173, 0.720], [-0.577, -1.002, 2.904], [-0.285, -1.908, 2.805], [-1.500, -1.073, 3.150], [0.907, 1.057, 3.314], [1.356, 1.183, 2.479], [0.158, 0.500, 3.102], [-1.144, 2.960, 1.483], [-2.068, 3.211, 1.472], [-1.113, 2.138, 0.993], [-3.050, -2.095, 0.039], [-3.209, -2.585, -0.768], [-2.330, -2.561, 0.465]], "atomic_forces_ev_per_a": [[-0.7, 0.4, 0.6], [0.2, -0.3, 0.0], [0.6, -0.1, -0.4], [0.0, 0.4, 0.0], [-0.2, -0.2, 0.1], [0.2, -0.2, -0.1], [-0.5, -0.3, 0.2], [-0.5, 0.5, -0.3], [0.4, 0.3, 0.1], [0.1, 0.2, 0.3], [0.4, 0.1, 0.0], [-0.6, -0.2, -0.4], [0.3, 0.4, 0.0], [-0.2, -0.1, 0.4], [-0.1, -0.2, -0.3], [-0.2, -0.6, 0.2], [0.1, 0.2, -0.3], [0.3, 0.1, 0.0], [0.1, 0.0, 0.4], [0.0, -0.3, -0.1], [-0.1, 0.2, -0.3], [-0.2, -0.4, 0.2], [0.0, 0.5, -0.3], [0.3, -0.1, 0.0], [-0.3, 0.2, 0.6], [0.6, 0.1, -0.8], [-0.3, -0.4, 0.4], [-0.2, 0.4, -0.2], [0.4, -0.4, -0.1], [-0.5, 0.1, 0.2], [0.4, 1.4, 1.4], [1.3, 0.5, -1.3], [-1.7, -1.7, -0.1], [0.8, 0.5, 0.8], [-0.6, 0.3, 0.2], [0.1, -1.1, -0.8], [0.0, 0.6, 0.0], [-0.2, -0.2, -0.2], [0.4, -0.4, 0.0]], "lowdin_spin": [0.000, 0.000, 0.000, 0.000, 0.000, 0.000, 0.001, -0.001, 0.000, 0.000, 0.000, 0.000, 0.000, 0.000, 0.000, 0.008, 0.000, 0.000, 0.001, 0.000, 0.000, 0.000, 0.000, 0.000, -0.002, 0.000, 0.000, 0.008, 0.000, 0.000, 0.690, 0.008, 0.004, 0.279, 0.003, 0.001, 0.000, 0.000, 0.000], "energy_ev": -27030.1291, "multiplicity": 2, "charge": 1}



So what do the calculations give for energy relative to the best compared isomer or geometry (same formula, charge and spin)? Going down the list: 49.8, 40.2, 15.3 kcal per mole.